Entry 1:
Molecular formula: CH14O5
Method: DFT, wB97M-V/def2-TZVPD

Summary:
**Highest occupied orbital energy**: -10.62 eV
**Electronic energy**: -422.68740 Ha
**Total charge**: 0
**E_LUMO**: 0.015 Eh
**ΔE to the lowest compared entry with this formula, charge and spin**: 0.488 eV
**Structure (SMILES)**: C.O.O.O.O.O
**Orbital gap**: 11.03 eV

Last column: natural (NBO) charge in e.
Element x y z (Å)
H 0.628 -2.935 -1.272  0.49
O 0.002 3.142 -0.987  -0.98
C -0.879 -0.150 2.352  -0.85
H -1.929 -2.756 -0.848  0.48
O -1.397 0.442 -1.090  -0.98
O 1.573 -3.098 -1.446  -0.97
H -1.513 -0.701 3.057  0.21
O 2.277 1.890 0.319  -0.96
H 2.529 0.987 0.542  0.49
H -0.246 -0.905 1.915  0.22
H -1.042 1.233 -0.674  0.51
H -1.694 0.636 -1.985  0.48
H 1.554 -3.998 -1.793  0.46
H 2.967 2.441 0.702  0.48
H -0.212 0.556 2.829  0.20
H -1.116 -1.396 -1.058  0.51
H 0.320 3.995 -0.681  0.47
H 0.714 2.518 -0.769  0.50
H -1.441 0.402 1.595  0.21
O -1.097 -2.303 -0.709  -0.99



Entry 2:
Molecular formula: CH14O5S2
Method: DFT, wB97M-V/def2-TZVPD

Summary:
**Highest occupied orbital energy**: -8.49 eV
**Electronic energy**: -1219.03267 Ha
**Total charge**: 0
**E_LUMO**: 0.016 Eh
**ΔE to the lowest compared entry with this formula, charge and spin**: 1.415 eV
**Structure (SMILES)**: CSS.O.O.O.O.O
**Orbital gap**: 8.93 eV

Last column: natural (NBO) charge in e.
Element x y z (Å)
S 0.732 1.368 -0.593  -0.17
H -1.507 2.320 2.645  0.47
H 1.467 -3.548 3.081  0.47
O 2.186 -3.121 2.599  -0.93
H 1.652 1.884 0.231  0.15
H 0.984 2.087 -4.401  0.24
O -1.740 -1.823 2.839  -0.96
H -0.574 -4.492 1.103  0.48
H -1.253 -1.239 -1.203  0.49
O -1.740 2.273 3.575  -0.94
H 2.917 -3.197 3.210  0.46
H -1.449 -2.067 1.958  0.49
O -0.966 -1.742 -1.970  -0.97
H -0.450 -1.257 -2.613  0.48
H -0.602 1.832 -3.725  0.22
C 0.457 1.681 -3.537  -0.75
S 0.891 2.746 -2.139  0.09
H -2.586 2.713 3.655  0.46
H -0.848 -3.746 -0.204  0.49
H 0.689 0.623 -3.483  0.22
H -2.654 -2.074 2.966  0.47
O -1.056 -3.739 0.738  -0.96



Entry 3:
Molecular formula: CH14O6
Method: DFT, wB97M-V/def2-TZVPD

Summary:
**Highest occupied orbital energy (spin up / spin down)**: 0.42 / -7.05 eV
**Electronic energy**: -497.86919 Ha
**Total charge**: -1
**E_LUMO (spin up / spin down)**: 0.130 / 0.125 Eh
**ΔE to the lowest compared entry with this formula, charge and spin**: 0.844 eV
**Spin multiplicity**: 2
**Orbital gap (spin up / spin down)**: 3.11 / 10.46 eV

Last column: Löwdin spin population.
Element x y z (Å)
H -0.899 1.074 1.217  0.06
H -3.298 -0.059 -1.278  0.01
C 1.576 0.602 -2.488  0.03
O -0.530 1.644 0.370  0.18
H 0.651 0.617 -0.744  0.02
O 3.326 -1.179 0.661  0.03
O -2.353 -0.145 -1.281  0.07
H 3.552 -0.470 1.282  0.01
H 2.580 0.306 -2.841  0.00
O -2.753 -0.035 1.831  0.20
H 0.820 0.070 -3.065  0.00
H -2.099 -0.418 -0.361  0.02
O -0.477 -1.646 1.504  0.10
H 2.482 -1.095 0.150  0.01
O 1.491 0.247 -1.125  0.04
H 1.460 1.698 -2.633  0.01
H -0.007 2.466 0.771  0.05
H -2.970 0.705 2.384  0.08
H -2.853 -0.775 2.478  0.05
H -0.030 -2.479 1.579  0.02
H 0.330 -1.129 1.591  0.03



Entry 4:
Molecular formula: CH14O6
Method: DFT, wB97M-V/def2-TZVPD

Summary:
**Highest occupied orbital energy**: -10.88 eV
**Electronic energy**: -497.88254 Ha
**Total charge**: 0
**E_LUMO**: 0.002 Eh
**ΔE to the lowest compared entry with this formula, charge and spin**: 1.587 eV
**Structure (SMILES)**: CO.O.O.O.O.O
**Orbital gap**: 10.94 eV

Last column: natural (NBO) charge in e.
Element x y z (Å)
H 4.876 0.139 -1.969  0.46
H -1.307 -1.411 4.459  0.47
H -2.706 3.009 0.416  0.47
O -1.714 -1.858 -2.052  -0.96
O -0.339 1.342 -1.066  -0.94
H -2.622 -0.241 -0.187  0.48
H 0.389 1.496 -0.451  0.47
C 4.005 -1.084 -0.774  -0.27
H -1.165 -1.410 -2.707  0.47
H -0.208 0.430 -1.349  0.47
H 3.780 -1.102 0.291  0.19
H 4.456 -2.041 -1.018  0.17
H -4.040 -0.443 0.327  0.47
H -1.570 -0.055 5.124  0.47
O -1.031 -0.488 4.453  -0.94
O 4.848 0.109 -1.006  -0.71
H -1.697 4.026 -0.104  0.47
H 3.059 -1.089 -1.301  0.16
O -3.147 -0.792 0.405  -0.95
H -1.235 -2.340 -1.368  0.49
O -2.632 3.802 -0.124  -0.94